No. 1
{"formula": "C2H5I2OP", "method": "ωB97M-V/def2-TZVPD", "species": ["C", "C", "O", "P", "I", "I", "H", "H", "H", "H", "H"], "positions_angstrom": [[-1.43620, 0.18658, 0.07928], [-0.20914, -0.44261, -0.41816], [1.34497, 0.18413, 2.06179], [1.35368, 0.12681, 0.32087], [1.82310, 2.32085, -0.56881], [2.96135, -1.48400, -0.52047], [-2.18267, -0.68297, 0.11627], [-1.29590, 0.61255, 1.15918], [-1.92128, 1.04779, -0.46983], [-0.15138, -0.41360, -1.60049], [-0.28654, -1.45553, -0.15963]], "forces_ev_per_angstrom": [[-2.9, 1.3, 2.4], [1.2, 0.9, -3.4], [-0.1, -0.3, -7.7], [0.0, 0.2, 7.3], [0.0, -0.3, 0.0], [-0.2, 0.4, 0.1], [0.6, 1.6, 0.2], [-0.3, -1.1, -1.7], [0.9, -1.1, 0.1], [0.2, 0.0, 2.3], [0.5, -1.6, 0.4]], "lowdin_charge": [-0.202, -0.560, -0.580, -0.074, 0.476, 0.475, 0.100, 0.105, 0.086, 0.132, 0.043], "gap_ev": 8.6, "charge": 0, "smiles": "CCP(=O)(I)I", "e_tot_ha": -1091.1839, "relative_energy_kj_mol": 107.6}

---

No. 2
{"formula": "C2H5INO", "method": "ωB97M-V/def2-TZVPD", "species": ["I", "O", "C", "N", "C", "H", "H", "H", "H", "H"], "positions_angstrom": [[-0.53766, 3.51178, -1.32945], [-0.29218, -1.45666, 1.58748], [-0.15973, -0.64964, 0.66838], [-0.80762, 0.52672, 0.59904], [0.80869, -0.90365, -0.45090], [-0.70967, 1.17006, -0.18412], [-1.48734, 0.74335, 1.30734], [0.52131, -0.39105, -1.37068], [0.84978, -1.97620, -0.63622], [1.81440, -0.57471, -0.19086]], "forces_ev_per_angstrom": [[0.0, 0.0, -0.1], [-0.1, 0.2, -0.2], [0.1, 0.1, 0.4], [-0.1, -0.4, 0.0], [0.1, -0.2, -0.6], [0.0, 0.2, 0.1], [0.1, 0.0, 0.0], [0.0, 0.0, 0.1], [0.0, 0.0, 0.0], [-0.1, 0.1, 0.2]], "lowdin_charge": [-0.670, -0.021, -0.622, 0.137, -0.026, -0.123, 0.100, 0.071, 0.073, 0.081], "gap_ev": 7.7, "charge": -1, "e_tot_ha": -507.0291, "relative_energy_kj_mol": 0.0}

---

No. 3
{"formula": "C2H5IO", "method": "ωB97M-V/def2-TZVPD", "species": ["C", "C", "O", "I", "H", "H", "H", "H", "H"], "positions_angstrom": [[-0.86204, 1.54367, -0.26592], [-1.50932, 0.45702, -0.65709], [0.93828, -1.62229, 0.21685], [-3.44390, -0.08954, 0.04735], [1.76798, -2.02664, 0.19594], [-1.22566, 2.11318, 0.67823], [0.06364, 1.92362, -0.76513], [-1.48004, -0.13210, -1.55068], [0.39272, -2.32253, 0.50706]], "forces_ev_per_angstrom": [[0.0, 0.7, 1.4], [-1.3, 0.7, -0.2], [-1.0, 1.7, -0.4], [0.4, 0.1, 0.4], [2.3, -0.7, -0.2], [0.7, -1.0, -1.8], [-0.9, -0.6, 0.5], [1.2, 0.0, -0.3], [-1.3, -1.0, 0.5]], "lowdin_charge": [-0.139, -0.701, -0.015, 0.694, 0.003, 0.081, 0.070, -0.009, 0.017], "gap_ev": 9.7, "charge": 0, "smiles": "C=CI.O", "e_tot_ha": -452.0826, "relative_energy_kj_mol": 104.0}

---

Repeat the third record exactly.
{"formula": "C2H5IO", "method": "ωB97M-V/def2-TZVPD", "species": ["C", "C", "O", "I", "H", "H", "H", "H", "H"], "positions_angstrom": [[-0.86204, 1.54367, -0.26592], [-1.50932, 0.45702, -0.65709], [0.93828, -1.62229, 0.21685], [-3.44390, -0.08954, 0.04735], [1.76798, -2.02664, 0.19594], [-1.22566, 2.11318, 0.67823], [0.06364, 1.92362, -0.76513], [-1.48004, -0.13210, -1.55068], [0.39272, -2.32253, 0.50706]], "forces_ev_per_angstrom": [[0.0, 0.7, 1.4], [-1.3, 0.7, -0.2], [-1.0, 1.7, -0.4], [0.4, 0.1, 0.4], [2.3, -0.7, -0.2], [0.7, -1.0, -1.8], [-0.9, -0.6, 0.5], [1.2, 0.0, -0.3], [-1.3, -1.0, 0.5]], "lowdin_charge": [-0.139, -0.701, -0.015, 0.694, 0.003, 0.081, 0.070, -0.009, 0.017], "gap_ev": 9.7, "charge": 0, "smiles": "C=CI.O", "e_tot_ha": -452.0826, "relative_energy_kj_mol": 104.0}

---

Question: Among the records above, which one has the lowest charge?
Answer: C2H5INO